# 1
78
Properties=species:S:1:pos:R:3 method="wB97M-V/def2-TZVPD" spin_multiplicity=3 mol_weight_da=493.63 gap_ev="6.61 / 7.83" charge=+1 s2=2.01
O 0.38721 1.91550 1.69960
C 0.10134 3.23809 1.30314
C -0.91218 3.84784 2.29097
C -2.30446 3.65021 1.78126
C -2.87478 2.51884 1.30991
N -4.14757 2.83661 0.91405
C -4.38030 4.12237 1.13508
N -3.27051 4.62373 1.66410
C 1.42687 4.04766 1.18935
F 2.49048 3.35600 1.62273
F 1.37811 5.21525 1.89189
F 1.63951 4.37730 -0.10576
H 0.12161 1.29916 1.00574
H -0.33156 3.21130 0.29821
H -0.82451 3.31731 3.24315
H -0.72948 4.90712 2.46397
H -2.45644 1.52756 1.22569
H -4.81001 2.19842 0.49633
H -5.30193 4.63733 0.91891
H -3.15334 5.59394 1.92104
C 3.90458 -4.20300 2.33403
C 2.69447 -3.43972 1.74502
C 3.11388 -2.34042 0.75140
C 3.57400 -1.01712 1.36410
C 2.58558 -0.53855 2.42352
C 2.33731 -1.58424 3.50590
N 1.85333 -2.83434 2.82953
O 0.60947 -2.77168 2.52967
C 3.61001 -1.79422 4.33499
C 1.25298 -1.11552 4.46778
C 1.84717 -4.46004 0.99339
H 4.09461 -3.96863 3.37363
H 3.72210 -5.27658 2.29695
H 4.81661 -4.00123 1.77164
H 2.25612 -2.12973 0.10441
H 3.89321 -2.75091 0.10673
H 4.57969 -1.10294 1.78251
H 3.64185 -0.27119 0.56949
H 2.93775 0.38308 2.89273
H 1.63202 -0.30201 1.94513
H 3.46570 -2.58199 5.07527
H 3.82893 -0.86774 4.86683
H 4.48762 -2.03431 3.74280
H 0.34268 -0.83384 3.94435
H 1.62349 -0.24750 5.01483
H 1.00705 -1.89807 5.18595
H 1.42411 -5.19427 1.67831
H 2.49583 -4.97905 0.28536
H 1.03226 -3.99525 0.44429
C -2.77690 1.71840 -4.22911
C -1.51334 1.22425 -3.48366
C -0.44090 0.66973 -4.43838
C -0.65389 -0.76234 -4.92307
C -0.96149 -1.69303 -3.75447
C -2.16103 -1.22017 -2.93507
N -1.87429 0.18463 -2.45811
O -1.11653 0.19192 -1.42036
C -3.43860 -1.32302 -3.77624
C -2.35847 -2.10230 -1.70872
C -0.92229 2.43125 -2.76772
H -3.63598 1.07461 -4.09039
H -3.07040 2.70191 -3.85944
H -2.59788 1.81019 -5.29991
H 0.52384 0.71265 -3.92432
H -0.36850 1.35056 -5.28815
H -1.44419 -0.80811 -5.67603
H 0.25597 -1.09842 -5.42167
H -1.16664 -2.70507 -4.10880
H -0.08654 -1.75671 -3.10062
H -4.30048 -0.93659 -3.22945
H -3.62193 -2.37641 -3.98680
H -3.38112 -0.81566 -4.73401
H -1.45512 -2.18001 -1.11019
H -2.63814 -3.10218 -2.03995
H -3.15954 -1.71665 -1.07579
H -1.60192 2.78063 -1.98501
H -0.78996 3.23781 -3.48944
H 0.04382 2.21754 -2.31504



# 2
81
Properties=species:S:1:pos:R:3 method="wB97M-V/def2-TZVPD" mol_weight_da=661.71 gap_ev="1.76 / 1.76" charge=-1 e_above_lowest_kcal_mol=56.3
C 1.46398 -2.40162 -4.84510
C 0.27640 -2.98725 -4.17622
H 1.58461 -2.83732 -5.84182
H 2.34863 -2.59972 -4.21262
H 1.36674 -1.30826 -4.97970
C -0.37499 -4.09688 -4.58677
C 0.02658 -5.02117 -5.68737
H -1.25447 -4.41283 -4.01021
H 1.11503 -5.16880 -5.74287
H -0.30170 -4.72437 -6.69415
H -0.43820 -5.99250 -5.48058
Sr 0.91427 1.14385 0.81600
Cl -0.34873 0.35210 -2.44981
Cl 3.80427 0.97543 1.33169
C -2.55709 0.77469 0.21971
O -1.54420 0.91499 0.95548
N -3.68523 0.15202 0.60963
C -3.68610 -0.60560 1.85056
C -4.96681 0.42874 -0.03618
H -2.58464 1.14756 -0.82095
H -2.65073 -0.71674 2.17917
H -4.14031 -1.58877 1.67944
H -4.28115 -0.08083 2.60894
H -4.78721 1.11090 -0.87754
H -5.67010 0.88851 0.67642
H -5.44120 -0.48953 -0.40739
H 2.96162 -2.74251 -0.12777
H 0.92144 -4.76985 0.01823
C 2.81628 -2.81901 0.96254
C 0.95735 -4.45556 1.08040
N 1.40405 -3.06691 1.21463
H 3.15329 -1.90038 1.45623
C 0.59467 -2.11262 1.71438
O 0.95461 -0.95594 2.06021
H -0.02811 -4.54301 1.54633
H -0.46998 -2.41117 1.81204
H 3.39184 -3.69279 1.30946
H 1.68746 -5.11844 1.58570
O 1.15890 -2.91182 -1.99211
C 0.14911 -2.71229 -2.68332
C -1.53441 -3.25042 -0.86634
C -1.30465 -2.71774 -2.14564
H -0.67465 -3.59040 -0.27264
C -2.82048 -3.33943 -0.36939
H 0.01416 -0.93315 -2.71158
C -2.40063 -2.26833 -2.90546
H -2.99125 -3.75587 0.61450
C -3.90316 -2.80798 -1.07094
C -3.68900 -2.33639 -2.37294
H -2.18180 -1.83329 -3.89308
H -4.89872 -2.78628 -0.61974
H -4.51996 -1.96634 -2.96634
Si 4.11167 0.61507 -0.85526
Cl 2.16884 -0.49065 -0.87143
C 5.78873 -0.18963 -0.46409
C 3.81783 2.49759 -1.22056
C 4.32959 0.41630 -2.79008
H 5.71121 -1.09485 0.14578
H 6.42595 0.54125 0.04375
H 6.26753 -0.44401 -1.42068
H 4.64360 -0.59683 -3.05918
H 5.09677 1.12316 -3.14289
H 3.38939 0.68380 -3.30226
H 2.86315 2.86217 -0.81243
H 3.78890 2.64409 -2.30922
H 4.62553 3.12500 -0.82656
C 0.11689 4.92346 4.95379
N 0.52161 4.59263 3.57697
C 0.82286 5.65592 2.61745
C 0.61169 3.36701 3.06313
C 0.15911 2.19191 3.87370
O 1.03873 3.29279 1.86376
H 0.27251 5.99552 5.08662
H 0.73133 4.35116 5.67202
H -0.94594 4.68191 5.10709
H 1.81934 5.52491 2.13860
H 0.06115 5.70466 1.79845
H 0.80209 6.59801 3.16916
H -0.94267 2.18748 3.93068
H 0.50237 1.24525 3.43875
H 0.56270 2.25746 4.89549



# 3
73
Properties=species:S:1:pos:R:3 method="wB97M-V/def2-TZVPD" spin_multiplicity=6 mol_weight_da=532.09 gap_ev="7.51 / 4.84" charge=+1 s2=8.79
Ru -0.29556 0.04665 -0.75993
C 2.15025 -1.16460 -0.63814
C 1.66064 -0.32497 -1.71326
C 2.34491 1.02891 0.04499
C 2.71886 -0.30879 0.31936
C 1.77503 1.04945 -1.26610
C 2.32896 -2.63741 -0.78265
H 1.47041 -3.09667 -1.30075
H 2.45294 -3.14036 0.19169
H 3.22568 -2.86534 -1.39437
C 3.70812 -0.70188 1.34853
H 3.73982 -1.77144 1.51792
H 3.63399 -0.21300 2.32311
H 4.68009 -0.42562 0.93948
C 2.99586 2.22692 0.66119
H 3.97659 2.32283 0.16790
H 3.16346 2.14087 1.73878
H 2.46440 3.16562 0.47798
C 1.71266 2.22945 -2.18925
H 2.45037 2.10818 -3.00183
H 1.90471 3.18471 -1.67370
H 0.71250 2.27472 -2.63986
C 1.36237 -0.79963 -3.10476
H 2.27764 -0.97234 -3.67514
H 0.74755 -0.06180 -3.61121
H 0.81810 -1.73681 -3.02866
C -2.08583 -0.73754 -0.19635
C -1.33325 -1.38867 -1.16221
C -1.85576 -1.69802 -2.52160
C -1.83221 -0.50349 -3.47045
C -1.48694 0.81855 -2.80249
C -2.37884 1.41546 -1.97466
C -3.66822 0.75191 -1.52874
C -3.52026 -0.37371 -0.51221
H -2.86497 -2.09990 -2.50004
H -2.80876 -0.45114 -3.96859
H -1.24011 -2.47634 -2.94792
H -4.08598 -1.22488 -0.87415
H -1.72685 -0.69433 0.86722
H -0.30671 -1.83136 -0.86755
H -4.01610 -0.07522 0.39480
H -4.27257 1.53766 -1.07235
H -2.31811 2.51605 -1.88611
H -4.26733 0.39212 -2.37014
H -1.08776 -0.68493 -4.24446
H -0.71157 1.44112 -3.29519
P 0.13120 -1.87176 2.21304
C 1.52319 -2.66315 3.11784
H 1.16602 -3.42697 3.81635
H 2.06597 -1.88841 3.67583
H 2.23017 -3.13030 2.42443
C -1.12215 -1.51576 3.48897
H -1.17929 -2.31726 4.24238
H -2.10492 -1.37493 3.02169
H -0.84057 -0.57690 3.97980
C -0.57306 -3.34376 1.37657
H -1.46240 -3.05812 0.80662
H -0.82295 -4.14451 2.09563
H 0.15500 -3.71611 0.64690
P -0.54571 2.12062 1.45872
C -0.53918 3.24376 0.03369
H -1.38292 3.96021 0.09656
H -0.62895 2.65859 -0.88712
H 0.41966 3.78288 0.00044
C -2.26368 1.74278 1.87029
H -2.75378 1.36769 0.96511
H -2.81378 2.59801 2.27108
H -2.26492 0.93736 2.61094
C -0.03437 3.28548 2.79937
H -0.62955 4.21112 2.77962
H 1.02501 3.55317 2.68511
H -0.13222 2.82543 3.78901
Cl 1.06595 0.54988 2.60301



# 4
89
Properties=species:S:1:pos:R:3 method="wB97M-V/def2-TZVPD" mol_weight_da=840.29 gap_ev=8.82 charge=+1
C 5.09526 -2.68441 1.29333
C 6.22658 -2.59704 0.13959
C 6.50963 -1.10478 -0.35817
C 5.22596 -0.61683 -1.22008
C 5.19715 0.95069 -1.48375
C 3.88249 1.53399 -2.17315
C 2.68768 0.50544 -2.40958
C 1.81651 0.21036 -1.06948
C 0.76516 1.43299 -0.78192
P 1.48435 2.68710 0.47805
O 0.55156 3.03964 1.62280
O 1.83813 4.17633 -0.31718
O 2.95380 2.19874 1.14778
C -0.73475 1.00452 -0.50988
C -1.76341 1.18635 -1.73874
C -1.54701 2.48103 -2.63172
C -2.69917 2.56446 -3.76703
F -3.90347 1.91836 -3.38575
Br -3.12219 4.41006 -4.32390
C -2.16070 1.77057 -5.07282
F -3.27115 1.53420 -5.92710
F -1.60531 0.50659 -4.76413
Br -0.81987 2.75882 -6.13057
N -0.93219 -0.30304 0.24169
C -2.37889 -0.62406 0.50393
C -3.26803 0.43136 1.26389
O -4.50528 0.15394 1.24308
N -2.92493 1.62961 2.01499
C -3.03855 1.22051 3.47907
C -3.87178 2.76150 1.77918
P -0.24306 -0.04808 1.94135
O 1.42614 -0.17846 2.02545
O -0.87740 -1.16841 3.04740
C -0.18206 -1.47195 -0.34007
C -1.03098 -2.67706 -0.96868
C -1.34440 -3.87638 0.09162
C 0.98594 -1.12793 -1.36555
O 0.65438 -1.12311 -2.75468
O 1.95088 -2.21278 -1.20402
H 4.80211 -1.60240 1.54649
H 4.17797 -3.20949 0.86968
H 5.45996 -3.17913 2.24669
H 7.18683 -3.00494 0.61432
H 5.98116 -3.31168 -0.72096
H 7.40453 -1.05239 -1.07670
H 6.68318 -0.43270 0.54993
H 5.34133 -1.13775 -2.23883
H 4.30126 -1.05154 -0.72463
H 6.08535 1.22879 -2.15964
H 5.41246 1.48148 -0.48641
H 4.15969 1.98742 -3.19250
H 3.52145 2.42308 -1.54002
H 3.10164 -0.43883 -2.88242
H 2.01745 0.98171 -3.21647
H 2.58670 0.08331 -0.24908
H 0.89660 2.03136 -1.76024
H 0.99587 4.45099 -0.74701
H 3.57743 1.83581 0.48253
H -1.12691 1.79342 0.24191
H -2.78893 1.38410 -1.24710
H -1.93863 0.22194 -2.33386
H -1.62147 3.45243 -2.02196
H -0.56391 2.48495 -3.22899
H -2.97951 -0.84596 -0.45141
H -2.49654 -1.60021 1.10169
H -3.30195 0.09193 3.50576
H -2.08678 1.41836 4.06622
H -3.87858 1.80882 3.98942
H -3.90028 3.05613 0.67937
H -3.47410 3.64727 2.39496
H -4.91313 2.54641 2.20977
H 1.71283 -1.12659 2.02329
H -0.49178 -2.07813 2.94046
H 0.34893 -1.99100 0.54580
H -0.34035 -3.20629 -1.72275
H -1.94123 -2.37525 -1.57357
H -0.52906 -3.94360 0.87638
H -1.44294 -4.82486 -0.54385
H -2.38994 -3.70444 0.53398
H -0.29192 -0.97775 -2.93979
H 2.24641 -2.48094 -2.10192
Cl -6.74308 -3.50585 5.03528
C -6.49128 -1.82653 5.57193
C -5.77403 -0.99519 4.52873
Cl -4.07736 -1.50033 4.31774
H -5.94142 -1.85082 6.51378
H -7.47903 -1.40444 5.76487
H -5.75680 0.05231 4.83629
H -6.26723 -1.05575 3.55754